A cluster of 7 separate species, C4H25N3O6 in total. Source: OMol25; level of theory: ωB97M-V/def2-TZVPD.

Results
Net charge: +3
ΔE to the lowest compared entry with this formula, charge and spin (eV): 0.0000
Gap between HOMO and LUMO (alpha / beta) (Ha): 0.365 / 0.166
Molar mass (g mol⁻¹): 211.26
Multiplicity: 2
<S²>: 0.771
E_tot (eV): -21280.942

CARTESIAN COORDINATES (ANGSTROEM)
C: 0.91 1.38 1.80
C: 1.65 0.65 0.67
C: 0.73 -0.13 -0.31
N: 0.83 -0.49 -3.25
C: 0.26 0.53 -2.68
N: 0.19 0.73 -1.35
N: 0.58 0.41 2.88
H: 1.54 2.17 2.21
H: -0.01 1.85 1.45
H: 2.25 1.38 0.12
H: 2.37 -0.06 1.08
H: -0.14 -0.58 0.22
H: 1.27 -0.95 -0.77
H: 0.86 -0.52 -4.30
H: 1.28 -1.25 -2.76
H: -0.15 1.28 -3.34
H: -0.34 1.58 -1.03
H: -0.05 -0.34 2.50
H: 0.13 0.90 3.65
H: 1.46 -0.06 3.20
H: -1.19 3.86 -0.40
H: -2.27 2.74 -0.23
O: -1.31 2.91 -0.27
H: 3.28 -1.43 3.83
H: 3.78 0.05 3.92
O: 3.13 -0.53 3.53
H: -0.30 0.22 -6.34
H: 1.13 0.80 -6.30
O: 0.44 0.45 -5.72
H: -2.12 -0.84 1.36
H: -1.36 -2.19 1.75
O: -1.36 -1.20 1.88
H: -2.36 -4.26 1.51
H: -0.89 -4.51 1.90
O: -1.47 -3.84 1.48
H: -3.90 -0.69 -0.19
H: -4.15 0.14 1.11
O: -3.46 -0.15 0.49

Atomic partial charges in e from the Mulliken method, atoms 1 to 6: -0.818, -0.825, -0.014, -0.059, 0.151, 0.265